(1)
Here is a 7-piece molecular cluster, C52H103N2O16 overall from OMol25. Energies are from ωB97M-V/def2-TZVPD.

Cartesian coordinates (Å):
C  -1.8846  5.4747  0.8953
C  -2.5755  4.3123  0.2890
C  -2.5503  2.7504  0.8901
C  -3.4905  2.7197  2.1964
C  -4.6044  3.9606  2.3111
O  -5.6161  3.9346  1.2365
C  -5.8801  5.3651  0.8816
O  -6.8611  6.0605  1.4911
C  -0.9815  2.5723  1.4536
O  -0.0683  2.7658  0.3173
C  -0.2358  1.7402  -0.7230
C  -0.0135  2.3158  -2.2495
C  -0.5268  3.8550  -2.4855
N  -1.8735  3.8022  -3.1750
O  0.8557  0.7317  -0.5126
C  2.0481  1.3655  0.0699
C  3.2994  0.2855  -0.1856
C  4.3100  0.1448  1.0973
C  4.7744  1.6571  1.5271
C  -1.6451  0.8540  -0.5570
N  -2.8192  1.8129  -0.2464
C  -4.1331  1.0974  -0.3051
C  -4.1358  -0.4905  0.0924
C  -3.6798  -0.8659  1.6100
C  -2.7437  -2.2476  1.5058
C  -2.8023  -3.0438  2.9533
C  -1.6390  -4.1948  3.1330
C  -0.1149  -3.6865  2.7969
C  0.4144  -4.1323  1.2784
C  1.9306  -3.4721  1.1175
C  2.9083  -4.3099  0.0998
C  2.1632  -4.7747  -1.2921
C  1.6451  -3.5191  -2.2309
C  2.9020  -2.7251  -2.9716
H  -2.4199  6.3915  1.4174
H  -0.6917  5.5155  0.8919
H  -3.2368  4.5270  -0.6792
H  -4.1073  1.7493  2.4021
H  -2.7985  2.8687  3.1584
H  -5.2058  3.7092  3.3127
H  -4.1134  5.0053  2.5011
H  -5.2392  5.9536  0.0872
H  -0.8362  1.5267  2.0131
H  -0.7257  3.3779  2.2970
H  -0.4439  1.6309  -3.0980
H  1.1676  2.3326  -2.4179
H  0.2272  4.3363  -3.2758
H  -0.4816  4.5474  -1.5429
H  -2.3950  4.7074  -3.1208
H  -1.6533  3.5593  -4.1854
H  2.0003  1.4823  1.2558
H  2.3866  2.3553  -0.4715
H  2.7876  -0.7642  -0.4235
H  3.8625  0.5968  -1.1629
H  5.2543  -0.4726  0.7072
H  3.8352  -0.4773  1.9695
H  4.8930  2.3209  0.5572
H  3.9050  2.0956  2.2101
H  5.8007  1.6242  2.1345
H  -1.4280  0.0911  0.2970
H  -1.7990  0.3442  -1.6247
H  -2.8034  2.4337  -1.1167
H  -4.4588  1.0977  -1.4586
H  -5.0391  1.5961  0.2385
H  -3.5366  -1.1854  -0.6717
H  -5.2691  -0.8519  -0.0173
H  -2.9134  -0.0208  1.9607
H  -4.5807  -0.9957  2.3749
H  -3.0194  -2.9196  0.5884
H  -1.6283  -1.8641  1.3218
H  -2.8294  -2.2590  3.8288
H  -3.8488  -3.6164  2.9607
H  -1.6488  -4.5706  4.2658
H  -1.8484  -5.1744  2.4880
H  0.7056  -4.0947  3.5462
H  -0.0367  -2.4961  2.8225
H  0.4598  -5.2945  1.1385
H  -0.2533  -3.5970  0.4697
H  2.4689  -3.4259  2.1760
H  1.7563  -2.3454  0.7922
H  3.8688  -3.6656  -0.1943
H  3.3040  -5.3006  0.6216
H  1.2765  -5.5457  -1.1047
H  2.9516  -5.3663  -1.9515
H  0.9933  -3.9909  -3.1059
H  0.9513  -2.7587  -1.6449
H  3.9046  -3.1034  -2.4618
H  2.9206  -3.0064  -4.1192
H  2.7658  -1.5637  -2.8896
O  5.8100  0.0306  -2.8767
C  6.1615  1.2029  -2.9904
O  5.2435  2.1924  -3.0268
C  5.5524  3.5977  -2.9664
C  5.8742  4.1406  -4.3446
C  7.6101  1.5490  -3.1832
H  6.3450  3.7960  -2.2390
H  4.6541  4.0953  -2.5857
H  6.7596  3.6611  -4.7687
H  6.0510  5.2189  -4.3020
H  5.0481  3.9463  -5.0368
H  7.8650  1.4510  -4.2403
H  8.2143  0.8473  -2.5994
H  7.8749  2.5435  -2.8298
O  -3.4156  -4.6395  -0.7381
C  -4.3705  -4.5398  -1.5055
O  -5.3798  -3.6848  -1.2349
C  -6.4405  -3.3549  -2.1514
C  -7.5648  -4.3680  -2.0651
C  -4.4773  -5.4317  -2.7091
H  -6.0585  -3.2341  -3.1692
H  -6.8182  -2.3732  -1.8463
H  -7.2278  -5.3675  -2.3501
H  -8.3923  -4.0815  -2.7199
H  -7.9377  -4.4418  -1.0380
H  -4.9160  -6.3860  -2.4109
H  -3.4705  -5.6041  -3.1026
H  -5.0520  -4.9999  -3.5261
O  -7.2223  -4.0234  4.5972
C  -7.8867  -2.9896  4.5735
O  -7.9876  -2.2667  3.4377
C  -8.8849  -1.1557  3.2520
C  -8.2646  0.1313  3.7589
C  -8.5219  -2.4630  5.8284
H  -9.8616  -1.3587  3.7007
H  -9.0536  -1.0718  2.1732
H  -8.0673  0.0865  4.8326
H  -8.9253  0.9803  3.5631
H  -7.3024  0.3133  3.2687
H  -7.7846  -1.8845  6.3885
H  -8.8493  -3.3139  6.4340
H  -9.4091  -1.8583  5.6511
O  11.1525  0.3429  -2.3345
C  11.0589  -0.2870  -1.2833
O  9.9852  -0.1242  -0.4810
C  9.6883  -0.9442  0.6651
C  10.4131  -0.4365  1.8959
C  12.1778  -1.1788  -0.8269
H  9.8941  -1.9986  0.4591
H  8.6080  -0.8679  0.8280
H  11.4976  -0.4833  1.7715
H  10.1392  -1.0267  2.7747
H  10.1622  0.6127  2.0842
H  12.9279  -0.5774  -0.3095
H  12.6319  -1.6429  -1.7081
H  11.8540  -1.9969  -0.1866
O  -11.8182  2.1128  5.8417
C  -11.1703  3.0352  5.3515
O  -9.8275  3.0760  5.4868
C  -8.9635  3.9991  4.7974
C  -8.8619  5.3107  5.5507
C  -11.8670  4.1799  4.6735
H  -9.2783  4.1325  3.7584
H  -7.9751  3.5289  4.7613
H  -9.8314  5.8095  5.6216
H  -8.1600  5.9864  5.0543
H  -8.5197  5.1391  6.5768
H  -12.1827  4.9047  5.4265
H  -12.7488  3.7902  4.1550
H  -11.2634  4.6741  3.9149
O  11.0833  -0.5512  -8.6879
C  10.9897  -1.1812  -7.6366
O  9.9160  -1.0184  -6.8343
C  9.6191  -1.8384  -5.6883
C  10.3439  -1.3307  -4.4574
C  12.1086  -2.0729  -7.1802
H  9.8249  -2.8928  -5.8943
H  8.5389  -1.7620  -5.5253
H  11.4284  -1.3775  -4.5818
H  10.0700  -1.9209  -3.5786
H  10.0930  -0.2815  -4.2691
H  12.8587  -1.4716  -6.6628
H  12.5627  -2.5371  -8.0615
H  11.7848  -2.8911  -6.5400

Calculated values
- max |F| (eV/Å) = 9.3
- E_HOMO (eV) = -10.914
- gap between HOMO and LUMO (Eh) = 0.261
- total charge = +1

***

(2)
Here is one molecule with the formula C5H11NO3 from OMol25. Energies are from ωB97M-V/def2-TZVPD.

Cartesian coordinates (Å):
C  0.1652  -0.0074  0.0249
C  -1.0039  0.4045  0.9526
C  0.8778  -1.2361  0.6078
C  -0.5912  1.2483  2.1539
N  -0.3439  -0.2355  -1.3148
C  0.4663  -0.5826  -2.3517
O  1.0706  1.0734  -0.0842
O  -0.2205  -0.6386  -3.5024
O  1.6677  -0.7765  -2.2869
H  1.7950  0.7496  -0.6548
H  -1.1772  -0.5793  -3.3491
H  -1.1485  0.3180  -1.5577
H  -1.7385  0.9971  0.3918
H  -1.5413  -0.4896  1.2944
H  1.7897  -1.4873  0.0573
H  1.1973  -1.0560  1.6397
H  0.2249  -2.1160  0.5966
H  0.2030  0.7733  2.7356
H  -0.2426  2.2358  1.8326
H  -1.4501  1.4049  2.8144

Calculated values
- max |F| (eV/Å) = 1.2
- SMILES = CC[C@](C)(O)NC(=O)O
- E_HOMO (eV) = -10.271
- energy above the lowest of the compared OMol25 structures with the same formula, charge and spin (kcal/mol) = 0.0
- gap between HOMO and LUMO (Eh) = 0.392
- total charge = 0

***

(3)
Here is C35H59FN11NiO3 as an isolated structure from OMol25. Energies are from ωB97M-V/def2-TZVPD.

Cartesian coordinates (Å):
Ni  -0.6379  -1.5053  -0.5628
C  -1.5241  2.0199  2.6935
N  -1.5583  1.1051  1.5793
C  -2.1331  -0.1857  1.8734
C  -1.6306  1.6434  0.2818
N  0.1842  0.7206  -1.1554
C  0.6582  0.8216  -2.5224
C  0.7715  -0.5684  -3.1890
N  0.8526  -1.6810  -2.2406
C  2.1548  -1.6886  -1.5604
C  2.1671  -2.3116  -0.1481
N  0.9162  -2.2132  0.5969
C  0.9576  -2.2294  1.9010
N  -0.0776  -2.7350  2.6285
C  -1.0689  -3.6103  2.0495
C  -0.3226  -2.3888  4.0111
N  2.0603  -1.8013  2.6193
C  2.6098  -2.5146  3.7449
C  2.5001  -0.4330  2.5030
C  0.5642  -2.9383  -2.9360
C  -0.0160  -4.0115  -2.0091
N  -1.2168  -3.4985  -1.3727
C  -2.2040  -4.3135  -1.1500
N  -3.4693  -3.8522  -0.9678
C  -3.9470  -2.6418  -1.5882
C  -4.3620  -4.4213  0.0133
N  -2.0685  -5.6886  -1.1686
C  -3.1258  -6.5397  -1.6610
C  -1.0546  -6.3953  -0.4243
N  -1.9695  3.0472  0.1859
C  -3.3023  3.5913  0.1721
C  -0.2111  4.5314  -0.2307
H  -1.0181  1.5340  3.5288
H  -2.5263  2.3190  3.0213
H  -0.9694  2.9126  2.4154
H  -1.9353  -0.4090  2.9194
H  -1.6540  -0.9551  1.2391
H  -3.2176  -0.2127  1.7074
H  1.6247  1.3516  -2.5420
H  -0.0713  1.4178  -3.0787
H  1.6396  -0.5676  -3.8682
H  -0.1294  -0.7201  -3.7845
H  2.4811  -0.6557  -1.4610
H  2.9101  -2.2169  -2.1649
H  3.0056  -1.8597  0.3909
H  2.3919  -3.3834  -0.2338
H  -0.8391  -3.7493  0.9957
H  -2.0707  -3.1809  2.1325
H  -1.0626  -4.5735  2.5685
H  0.1526  -1.4439  4.2646
H  0.0354  -3.1643  4.6957
H  -1.3996  -2.2857  4.1630
H  2.2678  -3.5451  3.7368
H  2.3604  -2.0518  4.7061
H  3.6990  -2.5136  3.6492
H  2.0275  0.0183  1.6374
H  3.5888  -0.3867  2.4089
H  2.2151  0.1405  3.3947
H  1.4672  -3.3316  -3.4239
H  -0.1864  -2.7486  -3.7061
H  0.7404  -4.2905  -1.2709
H  -0.2455  -4.9010  -2.6123
H  -3.2197  -2.3010  -2.3192
H  -4.0930  -1.8410  -0.8635
H  -4.9026  -2.8425  -2.0806
H  -3.8511  -5.1834  0.5971
H  -5.2492  -4.8615  -0.4531
H  -4.6970  -3.6354  0.6981
H  -3.8118  -5.9642  -2.2765
H  -3.6844  -7.0246  -0.8531
H  -2.6780  -7.3235  -2.2776
H  -0.3449  -5.7055  0.0178
H  -0.5177  -7.0926  -1.0711
H  -1.5234  -6.9720  0.3816
H  -3.9205  2.9977  0.8407
H  -3.7585  3.5778  -0.8207
H  -3.2634  4.6200  0.5404
H  0.0419  4.2870  0.8021
H  -0.9209  5.3602  -0.2248
H  0.8929  4.7012  -1.9174
C  1.3168  6.9694  0.5210
C  1.1379  6.4615  -0.9042
C  2.3041  6.8258  -1.8088
C  3.5971  6.3225  -1.1854
C  3.4562  4.9524  -0.5730
C  4.6370  4.3437  -0.1657
C  4.5863  3.0372  0.3036
F  5.7264  2.4353  0.6823
C  3.4167  2.3431  0.3768
C  2.1733  2.9391  0.0201
C  1.0826  2.0652  0.0887
O  1.3139  0.7026  -0.2481
C  -0.2663  1.9904  -0.4908
C  -0.9598  3.3302  -0.8164
N  1.0141  4.9634  -0.9294
C  2.2381  4.2954  -0.4294
C  -2.4498  0.8108  -0.8606
O  -3.1679  1.5081  -1.5547
O  -2.2370  -0.4052  -0.9561
H  1.5924  8.0194  0.4960
H  2.0991  6.4215  1.0366
H  0.3992  6.8843  1.0949
H  0.2082  6.8624  -1.3246
H  2.3422  7.9047  -1.9470
H  2.1580  6.3748  -2.7932
H  3.9436  7.0196  -0.4204
H  4.3821  6.2863  -1.9422
H  5.5724  4.8695  -0.2329
H  3.4166  1.3176  0.6918
H  -1.3145  3.4945  -1.8415

Calculated values
- max |F| (eV/Å) = 2.1
- E_HOMO (spin up / spin down) (eV) = -8.219 / -7.424
- energy above the lowest of the compared OMol25 structures with the same formula, charge and spin (kcal/mol) = 196.7
- gap between HOMO and LUMO (spin up / spin down) (Eh) = 0.219 / 0.137
- multiplicity = 3
- total charge = +1

***

(4)
Here is a 6-piece molecular cluster, C33H81BF4N4O7 overall from OMol25. Energies are from ωB97M-V/def2-TZVPD.

Cartesian coordinates (Å):
C  3.3105  6.2586  -0.1449
C  1.8494  5.7370  -0.3197
N  1.4601  5.5273  -1.7802
C  0.0430  4.8786  -1.8748
C  1.4702  6.8938  -2.5027
C  0.8175  6.9489  -3.8949
C  2.4946  4.6012  -2.4861
C  2.5794  3.1864  -1.9932
O  3.2524  3.1202  -0.7357
C  3.2079  1.7547  -0.3155
H  4.0260  5.5639  -0.5838
H  3.4969  6.2156  0.9150
H  3.5030  7.2619  -0.5305
H  1.1365  6.4824  0.0704
H  1.7443  4.7585  0.1542
H  -0.1634  4.6809  -2.9208
H  -0.6539  5.6274  -1.4905
H  0.0138  3.9234  -1.3895
H  2.5130  7.2345  -2.5379
H  0.9445  7.5020  -1.7709
H  -0.2129  6.6264  -3.7500
H  1.3196  6.2838  -4.5747
H  0.8151  7.9829  -4.2723
H  3.4340  5.1467  -2.4677
H  2.1932  4.4737  -3.5235
H  3.1980  2.5596  -2.6660
H  1.5612  2.7897  -1.9227
H  3.7605  1.1026  -1.0120
H  2.1656  1.4286  -0.2657
H  3.6787  1.6536  0.6778
C  -5.6825  -1.9238  -2.3029
C  -4.4445  -2.3658  -1.5965
N  -4.5056  -2.2792  -0.0159
C  -4.5639  -0.8060  0.3996
C  -5.7697  -2.9789  0.4750
C  -5.7046  -4.4734  0.1821
C  -3.1780  -2.9394  0.4671
C  -2.9554  -2.8795  1.9447
O  -3.8001  -3.7064  2.6449
C  -3.6851  -3.5546  3.9881
H  -5.4077  -1.7212  -3.3418
H  -5.9700  -0.9444  -1.9029
H  -6.5044  -2.6553  -2.2574
H  -3.5778  -1.7396  -1.7666
H  -4.2413  -3.3965  -1.8312
H  -5.5479  -0.4521  0.0477
H  -3.7217  -0.4089  -0.1644
H  -4.4086  -0.6607  1.4678
H  -6.5530  -2.4614  -0.1017
H  -5.9563  -2.7978  1.5318
H  -6.5676  -5.0087  0.5648
H  -4.8168  -4.8864  0.6441
H  -5.6442  -4.6331  -0.8951
H  -2.3033  -2.4619  -0.0831
H  -3.2212  -3.9561  0.0413
H  -3.0248  -1.8321  2.3089
H  -1.9171  -3.2157  2.0737
H  -4.2913  -4.3041  4.4677
H  -3.8962  -2.5634  4.4203
H  -2.6390  -3.8142  4.2298
C  1.5479  -0.6086  -2.9223
C  2.1794  -1.9845  -3.1424
N  1.0967  -3.1212  -3.0111
C  0.0662  -2.8958  -4.1059
C  1.7926  -4.5199  -3.1652
C  2.5264  -4.7305  -4.4818
C  0.3450  -3.0798  -1.6786
C  1.1763  -2.7756  -0.4336
O  1.8335  -3.9186  -0.0073
C  2.5417  -3.6229  1.1654
H  2.2840  0.1678  -3.2174
H  1.3455  -0.4988  -1.8361
H  0.6240  -0.3389  -3.4778
H  3.0271  -2.0869  -2.4514
H  2.5052  -2.1010  -4.1702
H  -0.6037  -3.7483  -4.1722
H  0.5556  -2.7367  -5.0456
H  -0.5382  -2.0474  -3.8341
H  1.0862  -5.3378  -3.0243
H  2.5144  -4.4967  -2.3717
H  3.0417  -5.6504  -4.1967
H  3.2299  -3.9267  -4.7288
H  1.8702  -4.9352  -5.3396
H  -0.1219  -4.0736  -1.5965
H  -0.4463  -2.3376  -1.8343
H  0.5054  -2.3375  0.3421
H  1.9390  -1.9974  -0.6069
H  3.3009  -2.8524  1.0264
H  3.0147  -4.5119  1.5341
H  1.8736  -3.2489  1.9518
C  0.1503  2.8271  3.1682
C  0.7071  1.4673  2.8725
N  0.2128  0.3524  3.8707
C  -1.2966  0.3868  3.8944
C  0.8202  -1.0037  3.3280
C  0.5641  -2.1850  4.2541
C  0.6376  0.5799  5.3294
C  2.1174  0.9763  5.5723
O  2.9384  -0.0079  5.0194
C  4.2465  0.1173  5.5684
H  -0.9485  2.9006  3.1654
H  0.5304  3.5310  2.4336
H  0.4224  3.3089  4.1213
H  1.7791  1.4461  2.9300
H  0.3290  1.0717  1.9307
H  -1.7160  -0.5287  4.3354
H  -1.5649  0.4797  2.8537
H  -1.6042  1.2853  4.4405
H  1.8814  -0.7856  3.2712
H  0.3517  -1.1151  2.3373
H  -0.4522  -2.2205  4.6312
H  1.2106  -2.0394  5.1208
H  0.8081  -3.1099  3.7098
H  0.4206  -0.3313  5.8578
H  0.0647  1.4283  5.6777
H  2.2987  1.1186  6.6632
H  2.3767  1.9374  5.0738
H  4.7532  1.0755  5.4365
H  4.8230  -0.7123  5.1794
H  4.1313  -0.0980  6.6366
O  -0.5662  0.9040  -0.8325
C  -1.0011  -0.2554  -0.3216
O  -1.5211  -1.1626  -0.9630
O  -0.7563  -0.2918  0.9405
H  -0.8044  0.8813  -1.8052
B  0.6568  2.3896  -4.5120
F  0.5965  3.7115  -4.6703
F  1.9074  1.8117  -4.4856
F  -0.0451  2.0439  -3.3159
F  -0.0321  1.7843  -5.6172

Calculated values
- max |F| (eV/Å) = 4.5
- E_HOMO (eV) = -13.702
- gap between HOMO and LUMO (Eh) = 0.372
- total charge = +2

***

(5)
Here is one molecule with the formula C7H8O from OMol25. Energies are from ωB97M-V/def2-TZVPD.

Cartesian coordinates (Å):
C  0.1950  1.9079  -0.4546
C  -0.2557  0.5596  -0.1904
C  1.2396  2.3773  0.1826
C  0.1767  -0.6533  0.6591
C  1.6148  -1.2918  0.5280
C  -0.9959  -0.4590  -0.4009
C  -2.0934  -1.4215  -0.6172
O  2.3724  -1.5440  1.4494
H  -0.4997  2.4485  -0.9451
H  1.4698  3.4837  0.0969
H  1.7177  1.6350  0.7563
H  0.0484  -0.6389  1.6788
H  2.1079  -1.4679  -0.5112
H  -3.0713  -0.8996  -0.4473
H  -2.0108  -2.3973  -0.1717
H  -2.0156  -1.6387  -1.6126

Calculated values
- max |F| (eV/Å) = 3.8
- SMILES = C=CC1=C(C)[C@H]1C=O
- E_HOMO (eV) = -8.851
- energy above the lowest of the compared OMol25 structures with the same formula, charge and spin (kcal/mol) = 105.3
- gap between HOMO and LUMO (Eh) = 0.349
- total charge = 0

***

> What is the total charge in the second record?

0